Entry 1:
A single C4H8O2 molecule. Source: the Open Molecules 2025 dataset; level of theory: the ωB97M-V functional and the def2-TZVPD basis.

Geometry as ORCA input:
```
! wB97M-V def2-TZVPD RIJCOSX def2/J DEFGRID3
* xyz 0 1
H -0.4230 1.6231 0.8461
H 0.5607 -0.8662 -1.9276
O -0.6226 -1.7040 0.1652
C -0.4154 0.5677 1.1109
C -0.0024 -0.4515 0.0854
O -0.7629 0.6495 -1.9579
H 1.2180 0.6639 -1.3073
H 1.0109 -0.9030 1.9903
H 1.8153 0.4279 1.0161
C 0.3299 0.0129 -1.3182
C 0.9124 -0.1420 1.2228
H -0.9261 1.4712 -1.4766
H -1.4923 -1.6145 -0.2450
H -1.2024 0.2650 1.7957
*
```

Summary:
HOMO energy	-9.96	eV
SMILES	OCC1(O)CC1
frontier orbital gap	10.79	eV
maximum force	0.4	eV Å⁻¹

Results of the natural (NBO) charge analysis, in e, for atoms 1 through 6:
1 H 0.2040
2 H 0.1984
3 O -0.6986
4 C -0.4531
5 C 0.1950
6 O -0.7136



Entry 2:
10 unconnected molecules or ions with the total composition C32H87N3O20 in a non-equilibrium geometry. Source: the Open Molecules 2025 dataset; level of theory: the ωB97M-V functional and the def2-TZVPD basis.

Geometry as ORCA input:
```
! wB97M-V def2-TZVPD RIJCOSX def2/J DEFGRID3
* xyz 0 1
H 0.4258 1.1887 -0.4486
C -0.0076 0.3244 -0.9422
H 1.1916 6.3189 2.2125
H 1.8611 0.1373 -2.1627
O -1.8249 4.8885 -0.1665
H -3.7662 1.5471 5.1041
H 3.0252 4.9091 3.6770
H -1.2030 -2.3232 -6.0024
H -3.3175 3.8380 -2.0348
C -3.6210 4.0622 4.0147
O 0.2465 -3.8771 -6.3649
C -2.2484 3.5516 -1.9859
H 2.4606 3.6973 2.5726
H -2.8042 -4.6946 -2.2973
O 5.2827 1.9971 0.4493
H -1.0354 6.5020 3.6515
H -0.3901 -5.4450 -3.7973
O -2.0365 2.2958 -2.6464
H 4.4789 2.1372 0.8994
H -4.6155 -1.9700 -3.9329
N 2.6415 -0.9258 5.1046
H -2.4046 -8.2945 -5.1977
H -5.2160 2.0882 4.2485
H 4.2603 3.7536 -2.1896
H -2.3520 -3.9389 -3.8666
C 1.3074 -4.1347 -2.3584
H -1.4347 4.0396 3.1085
H 0.4001 -0.3584 -3.0197
H -2.3056 -1.0021 2.5116
H 0.9098 -1.1188 3.2241
C -3.1168 5.1000 3.0624
H 3.7607 -4.7056 -3.4222
H -3.8970 -5.7122 -4.0033
C -3.0655 -1.9231 0.9244
C -0.2828 -2.5532 -6.5417
H 1.3597 -1.3898 -7.3170
H -3.7768 -0.0001 0.1457
H -0.7792 3.1781 -0.3641
N -0.8205 -5.1798 -2.8793
H -1.8069 -7.5618 -6.6943
H -4.0340 -2.4006 -2.3315
O -2.1096 -6.2465 -5.1158
H -1.0882 0.4406 -1.1436
H -0.4987 -3.2364 -2.9811
H 2.0153 -0.2406 0.3489
H -2.7127 -2.1669 -0.0653
O -5.3179 -1.3831 0.2644
C 3.1572 0.4327 5.2507
H 4.7261 2.1187 -2.1245
H 3.3234 1.6311 -0.6322
H -4.6800 4.2792 4.2535
H 4.8099 -0.3507 0.4472
C -4.1885 1.7760 4.1170
C 2.2515 4.1494 3.5813
H 2.7134 1.1705 4.5921
H 2.1469 0.9917 7.0984
H -4.2239 0.8615 3.5175
H -2.3560 -1.2973 -4.2411
H -4.2879 -0.4134 1.7455
H -3.5368 -7.3973 -6.2394
C -0.8461 5.9243 2.6999
O -3.3100 0.4201 -4.0437
C -4.1135 -0.8388 0.7575
H -2.3335 -0.6431 -2.5707
H 6.3709 3.4477 -0.6877
H 0.5107 4.7314 1.6922
C -2.2443 -4.8789 -3.2385
H 1.1411 -2.4841 -4.9257
C -0.1241 1.5243 2.8637
C -1.8415 3.4845 -0.5615
C -2.8875 -0.7833 -3.4597
H -0.3320 -4.5479 -6.6289
N -1.7823 4.8597 2.5848
H 4.7445 1.5661 8.6956
C -2.8476 -6.0340 -3.9325
O 1.7551 -4.2837 -3.6924
O 3.9983 0.2358 7.3572
C 0.5658 5.4772 2.5014
H 4.2191 0.3674 4.9501
C -0.1797 -4.0337 -2.3639
C 4.4231 2.9223 -1.4855
C 4.1212 0.6675 8.6473
H -3.8398 5.2119 2.2733
C 3.1049 -4.0374 -3.9785
H 2.2612 3.3599 4.3593
H 3.4578 -3.0051 -3.6746
C 5.3552 3.1858 -0.3730
H 1.7651 -4.8035 -1.6050
H 3.1165 -2.5657 -0.5463
H -1.6600 4.3189 -2.4986
H 3.0563 -1.5406 5.7840
H 1.2490 2.2284 -2.2119
O -1.9711 -1.4079 1.7217
H 0.8392 -0.2970 6.0530
H -1.1353 6.5943 1.9292
C 0.4821 -0.4750 3.9721
H 5.7555 -1.8420 -1.2660
H 3.4843 2.1037 6.5684
H -1.7921 4.8862 0.8080
H -0.6406 -3.8295 -1.3568
O 3.1307 2.4689 -1.1089
C 1.1452 -0.9627 5.2491
H -5.3427 -1.2753 -0.7003
H -0.6174 -2.4507 -7.6149
H -5.1429 0.0682 -2.8936
H -2.5214 2.8726 0.0395
H 0.1496 -0.4592 -6.3026
H 4.9397 4.0254 0.1813
O 0.9802 4.8300 3.6777
C 3.8023 -1.7732 -0.8306
H 0.1866 2.5741 2.6678
C -2.5336 -7.4008 -5.8294
H 3.1313 0.8253 9.0952
H -1.0797 2.0455 -2.5944
H -3.2515 6.0240 3.6565
H 4.5766 -0.1851 9.1590
H -2.8284 -6.8959 -3.2628
C 3.8787 -0.8682 0.4428
H 3.1959 -1.1849 -1.5508
C 0.7041 -1.4108 -6.4068
H 3.8112 -1.4858 1.3276
H -0.1407 0.8902 1.8945
C -4.1940 -1.5609 -3.0539
H -2.9510 1.1838 -3.5484
O -5.1157 -0.7470 -2.3794
C 0.8010 0.3476 -2.2853
O 2.8983 0.1810 0.5140
O 0.7632 1.6858 -2.8356
O 0.7273 0.9569 3.8232
H -2.9767 4.1927 4.8721
H -1.1898 1.5155 3.2462
H -0.2803 -0.6788 0.6844
O 1.4556 -1.6645 -5.2280
O 4.9111 -2.3662 -1.3609
H 0.8568 -1.9627 5.4999
O -3.5053 2.7685 3.4039
H 3.2555 -4.1521 -5.0777
H 1.5492 -3.1139 -2.0618
C 3.1681 1.0315 6.6240
H -0.5719 -0.5930 3.8638
H -3.5302 -2.8452 1.3810
O 0.2668 -0.8018 -0.1113
*
```

Summary:
HOMO energy	-8.66	eV
SMILES	COCCNCCOC.COCCNCCOC.COCCNCCOC.OCCO.OCCO.OCCO.OCCO.OCCO.OCCO.OCCO
frontier orbital gap	9.18	eV
maximum force	3.6	eV Å⁻¹

Results of the Löwdin charge analysis, in e, for atoms 1 through 6:
1 H 0.0944
2 C -0.2145
3 H 0.1308
4 H 0.0927
5 O -0.1089
6 H 0.0956



Entry 3:
A molecular structure, C6H17InN2O in a non-equilibrium geometry. Source: the Open Molecules 2025 dataset; level of theory: the ωB97M-V functional and the def2-TZVPD basis.

Geometry as ORCA input:
```
! wB97M-V def2-TZVPD RIJCOSX def2/J DEFGRID3
* xyz 0 1
H -1.9433 -3.9027 -1.8064
H 1.4992 3.6168 0.4091
H -2.3114 -0.3334 -0.5662
C -1.6581 -1.7927 -1.8449
C -2.0182 -3.0723 -2.5111
C 1.8770 2.5947 0.4173
H 3.5392 0.5220 0.7087
N -2.4167 -1.3572 -0.5655
H 4.9743 1.5864 0.7639
O -0.8243 -1.0110 -2.1048
H -3.8049 -2.9061 -0.2217
H -1.0935 2.1361 1.8862
C 4.0006 1.3702 1.2058
H 4.1949 1.1511 2.2547
C -3.8093 -1.8275 -0.3423
In 0.3918 1.2732 1.4194
H -0.1791 -0.0648 0.3081
H -3.0344 -3.0273 -2.9045
H -4.4196 -1.5345 -1.1913
H 1.1117 0.6132 2.8954
C 3.1624 2.6354 1.1370
H -4.1863 -1.3574 0.5615
N 3.5722 3.7132 1.6908
H -1.7965 -1.6383 0.2093
H -1.3221 -3.2320 -3.3280
H 4.4687 3.5380 2.1459
H 2.0256 2.3068 -0.6264
*
```

Summary:
HOMO energy	-7.25	eV
frontier orbital gap	6.44	eV
maximum force	1.2	eV Å⁻¹

Results of the Löwdin charge analysis, in e, for atoms 1 through 6:
1 H 0.1044
2 H 0.0299
3 H 0.1480
4 C -0.4002
5 C 0.0257
6 C -0.3119



Entry 4:
10 unconnected molecules or ions with the total composition C46H113N13O10 in a non-equilibrium geometry. Source: the Open Molecules 2025 dataset; level of theory: the ωB97M-V functional and the def2-TZVPD basis.

Geometry as ORCA input:
```
! wB97M-V def2-TZVPD RIJCOSX def2/J DEFGRID3
* xyz 0 1
O -7.1329 -0.8087 -4.8701
H -6.6624 -0.3903 -1.6900
H 3.0097 6.5524 -2.7334
C -4.9080 -2.2021 -6.0830
C 0.9702 1.0547 7.0811
N 0.3656 5.9200 -0.7735
H -4.3432 2.1064 2.8270
H 1.7446 8.6991 -0.8307
H -3.1241 -6.8841 -0.2119
C -3.3609 0.9602 4.4333
C -1.5075 -4.5036 -0.6939
O -0.6449 6.7846 -1.1715
H 1.6395 -3.8801 -1.2298
H 0.6912 -0.3311 1.2996
H -1.5561 1.3832 5.2731
H 0.8150 0.2093 -6.2646
H -3.2914 -2.5524 1.3247
H -1.0467 -1.3790 6.4524
H 2.9716 -0.7319 5.2360
H 3.0368 0.2630 7.1605
H 1.8329 -3.6324 1.6632
H -4.6658 1.0755 0.5138
H 3.2167 -4.0703 0.6665
C -0.0333 -1.2177 4.2154
H -2.3687 -5.6650 -2.2856
O 6.0440 3.3779 -0.8650
N -0.1033 -0.0485 0.7438
H 1.0987 4.0498 0.9914
C -6.5364 -3.6900 -4.7188
N 0.7176 0.5358 5.6949
N 2.5972 -3.3740 1.0557
C 4.1659 -3.8772 -2.4640
C 2.2179 -1.5088 5.3646
C 0.4043 2.4583 7.1234
C 0.4067 -1.3240 8.0264
C 0.0237 0.3150 -4.5838
H 3.9597 1.9556 -1.9204
H 7.4695 4.0623 0.5837
C -2.1378 -7.0290 -0.6527
C 0.8164 -0.8837 5.4595
O -0.8127 0.4910 -1.2377
H -7.0994 0.9704 -2.8540
H -0.6475 -6.9611 -2.7887
H -6.9259 -3.8984 -3.7223
H 5.8956 4.5926 0.7872
H 6.8949 5.2018 -0.5674
H 4.8914 -3.4520 -3.1576
H 6.0908 -4.4001 0.2243
H 2.5719 -2.0646 6.2329
H -3.6164 -3.7711 -4.2965
N -0.0610 0.4838 -5.8434
O 4.6412 -3.9474 -1.0587
H -4.6578 -3.6878 -2.9349
C -3.8180 0.4410 0.7722
H -7.4311 -3.4697 -5.3010
C -5.3216 -0.2779 -3.3592
O -3.1768 0.7010 2.0685
H -0.1567 -5.4709 -2.6908
H 1.4038 -1.7181 8.2227
H -1.0631 -3.7836 -1.3812
C 2.8901 -3.0527 -2.7527
C 5.9262 1.1867 -1.8731
H 3.8701 5.5097 -0.6073
H 4.4090 -2.6464 0.0035
H -1.7327 1.2318 -4.4202
O 2.2737 -1.3001 1.7676
C -0.4468 3.9081 -2.1290
C 1.9356 6.4969 -2.5562
H 4.2726 -0.9240 0.4954
H -3.4977 -0.3027 -2.1068
H -5.7119 -1.7506 -6.6644
H 0.1758 -2.6863 6.4379
H -1.5092 -7.1394 0.2310
C 2.5135 1.1737 7.4517
H -1.6787 -2.5818 1.1684
H 2.4165 1.1582 5.1414
H -2.1512 -7.9785 -1.1877
H -0.7797 1.0372 -6.2876
N -0.4975 -6.2258 -2.1128
C -6.3160 0.3785 -2.3807
H 3.0915 3.1784 -0.0545
H 1.3243 -0.2657 -1.9310
H -1.0840 -0.9281 4.2313
H -1.1522 0.5810 -2.8897
H -0.9949 0.1998 1.1482
H 6.0470 1.5277 -2.9013
C -4.3091 -3.1023 -3.7856
H 3.3291 -1.7911 -4.1255
H 3.1153 7.7734 -0.1698
C -4.1987 1.4217 5.6963
H 1.4581 -4.7336 -2.8208
H -0.7190 -4.5472 0.0575
H -3.7397 1.2294 6.6661
C -4.6827 0.8274 -4.2523
C 4.4091 1.0249 -1.5742
H -4.1456 -1.4245 -6.0357
C 2.0448 7.7560 -0.3742
C 6.5899 4.3181 -0.0070
H 2.6357 3.6884 -1.6624
C 1.0566 3.6676 -0.0286
C 0.1742 0.1811 8.1162
C -3.3435 -1.9937 -3.2799
N 3.9226 -1.8689 0.4265
H -4.7277 -1.5556 -1.7159
H 6.7015 -4.0952 -1.3837
O 0.9315 -0.2566 -4.0771
H -4.2088 1.5844 -3.6276
C -4.1078 1.0694 3.0665
C 0.0128 -1.6146 6.5523
H 0.2910 -0.6266 3.3589
H 1.6485 7.7807 0.6409
H 2.9729 -2.1554 -2.1394
H -3.0213 0.5987 0.0452
H -1.4902 1.2595 3.6970
C -1.6983 -5.8571 -1.4479
C -5.4875 -2.5355 -4.7133
C -2.5558 -2.8059 0.5613
H 0.2613 3.1290 -2.4111
N -6.0899 -1.3275 -4.0684
H 0.3926 0.6083 9.0949
H -0.8896 0.3349 7.9354
H 4.0796 0.9345 -0.5391
C -0.0150 -0.0476 -0.5176
H 1.5204 7.4156 -2.9705
H 0.3836 2.9585 8.0916
H -2.1666 5.0590 -0.2982
N 1.1716 -0.4079 -0.9428
H 4.0194 -4.8822 -2.8598
C 2.8123 5.3516 -0.3972
N 6.4501 -0.1966 -1.8261
H -5.1440 0.8833 5.7647
H 5.7574 -0.6264 -2.4223
H -4.5459 -3.0570 -6.6541
H 1.8720 -0.6654 -0.2621
N 2.7581 -2.6240 -4.1450
H -4.9684 0.4090 2.9606
H -3.1536 -0.0936 4.6193
H -5.7451 1.1026 -1.7993
H -2.5970 -2.1540 -0.3113
H 1.7448 5.5521 -3.0652
H -0.6318 2.6398 6.8376
C 2.9317 -2.1026 1.1975
H -1.4362 3.4917 -2.3182
H -6.1470 -4.6051 -5.1649
C 2.4876 3.9008 -0.6036
H 2.3488 -2.0979 4.4568
N -2.0704 1.6255 4.4383
C 1.5566 -3.7750 -2.3115
C 1.7508 6.3279 -1.0639
H 0.0267 -2.2626 3.9112
H 7.3127 -0.2008 -2.3514
H -0.8529 6.5848 -2.0872
H -0.3399 4.6814 -2.8898
C -0.0589 4.4928 -0.7793
H 2.6382 1.3797 8.5148
O -2.6333 -4.1288 0.0626
C 5.8607 -4.5189 -0.8345
H -4.5487 2.4443 5.5554
H 1.8672 -2.1915 -4.3434
O 1.5408 1.2801 4.7675
C -4.2444 -0.9866 -2.5102
C -1.3301 4.5114 0.1360
H -0.3078 -1.8178 8.6850
H 2.7271 5.5099 0.6778
H 6.7827 1.7558 0.1220
H 3.9467 0.2298 -2.1592
H 0.6834 -3.1306 -2.4137
H 7.7789 2.2296 -1.1319
H -1.2937 4.9975 1.1109
H -3.9562 0.4881 -4.9906
H 5.7824 -5.5638 -1.1349
H -4.1985 -0.5791 0.7192
C 6.7188 2.1201 -0.9034
H -6.7028 -0.4234 -5.6371
H -5.4455 1.2639 -4.8971
H 0.9614 3.1406 6.4814
H -2.6690 -1.5757 -4.0272
N -1.0748 0.6764 -3.8922
H 0.9059 2.5949 0.0932
H -2.6252 -2.3065 -2.5221
H -1.7935 3.5277 0.2103
H 2.9982 1.9556 6.8670
*
```

Summary:
HOMO energy	-7.66	eV
SMILES	CC1(C)CCCC(C)(C)N1O.CC1(C)CCCC(C)(C)N1O.CC1(C)CCCC(C)(C)N1O.COC[C@H](C)N.COC[C@H](C)N.COC[C@H](C)N.COC[C@H](C)N.NC(N)=O.NC(N)=O.NC(N)=O
frontier orbital gap	8.06	eV
maximum force	5.8	eV Å⁻¹

Results of the Löwdin charge analysis, in e, for atoms 1 through 6:
1 O -0.0153
2 H 0.0887
3 H 0.0805
4 C -0.0304
5 C -0.4581
6 N -0.1442



Entry 5:
A molecular structure, C19H21FeN2O4S. Source: the Open Molecules 2025 dataset; level of theory: the ωB97M-V functional and the def2-TZVPD basis.

Geometry as ORCA input:
```
! wB97M-V def2-TZVPD RIJCOSX def2/J DEFGRID3
* xyz -1 5
C 0.8886 0.0621 -5.8422
H 2.3728 -1.6870 1.5389
H -2.3240 -0.2280 7.1974
H -1.5350 1.8542 3.5539
H -0.8242 2.8824 -5.0911
C -1.9311 0.9361 5.4296
C 4.0137 -0.6982 -1.2275
C 0.3068 1.3116 -6.0134
C -1.8282 -0.2679 3.2830
Fe -1.2970 -0.4105 1.1516
C 1.8400 0.9933 -0.8169
H -1.8605 1.8784 5.9671
H 2.5734 -2.0895 -2.0212
H 4.8547 -1.3661 -1.3649
C -2.1894 -0.2385 6.1210
H 1.0529 -2.7850 1.0992
O -2.1842 -2.3699 0.4990
H 0.3655 1.8100 -6.9724
H 0.9697 1.6038 -0.6132
H 1.3991 -0.4156 -6.6690
H 1.2556 -1.5580 -4.4784
C 3.1090 1.3869 -0.4375
H 5.1884 0.8581 -0.3383
N -2.2124 1.7207 0.8761
C 4.1991 0.5470 -0.6491
C 1.2835 -1.8467 1.6366
C -2.0939 -1.4314 4.0259
H -2.1735 -2.3837 3.5064
C -0.4423 1.2770 -3.7261
C 0.1559 0.0394 -3.5629
H -1.8592 2.6668 0.8249
C -1.7538 0.9053 4.0465
C -0.3607 1.9133 -4.9547
H 3.2514 2.3418 0.0524
C -2.2690 -1.4291 5.4073
N -3.3611 -1.9804 0.3418
H -2.9149 1.6422 1.6036
H -2.4699 -2.3605 5.9300
O -3.5027 -0.7510 0.5383
C 1.6727 -0.2435 -1.4130
H 1.0853 -2.0433 2.7033
C 2.7391 -1.1032 -1.6026
C 0.8093 -0.5799 -4.6172
H -2.6645 1.5018 -0.0062
O -0.9900 -0.0238 -1.2165
H -0.9723 1.7095 -2.8865
O 0.5788 -0.7657 1.1496
S 0.0486 -0.7853 -1.9629
*
```

Summary:
HOMO energy (alpha / beta)	-3.19 / -3.55	eV
frontier orbital gap (alpha / beta)	5.62 / 5.98	eV
maximum force	0.8	eV Å⁻¹

Results of the natural (NBO) charge analysis, in e, for atoms 1 through 6:
1 C -0.1993
2 H 0.1257
3 H 0.1854
4 H 0.1541
5 H 0.2105
6 C -0.2696



Entry 6:
A single C3H5NS2 molecule in a non-equilibrium geometry. Source: the Open Molecules 2025 dataset; level of theory: the ωB97M-V functional and the def2-TZVPD basis.

Geometry as ORCA input:
```
! wB97M-V def2-TZVPD RIJCOSX def2/J DEFGRID3
* xyz 0 1
C 0.7160 0.9080 -0.5243
H 1.4442 1.7258 -0.3931
C 0.0238 -1.6391 0.2983
H 0.3853 0.8728 -1.5514
C -0.4904 1.2715 0.2601
S 1.4864 -0.6562 -0.0389
N -1.5549 0.5719 0.2994
S -1.5208 -0.9635 -0.3918
H -0.6292 2.2466 0.7291
H 0.2113 -2.6347 -0.1135
H -0.0718 -1.7031 1.4261
*
```

Summary:
HOMO energy	-8.51	eV
SMILES	C1=NSCSC1
frontier orbital gap	9.27	eV
maximum force	1.3	eV Å⁻¹

Results of the natural (NBO) charge analysis, in e, for atoms 1 through 6:
1 C -0.6293
2 H 0.2467
3 C -0.7334
4 H 0.2428
5 C 0.1109
6 S 0.2298



Entry 7:
A molecular structure, C5H12N2O in a non-equilibrium geometry. Source: the Open Molecules 2025 dataset; level of theory: the ωB97M-V functional and the def2-TZVPD basis.

Geometry as ORCA input:
```
! wB97M-V def2-TZVPD RIJCOSX def2/J DEFGRID3
* xyz 0 1
C 1.5340 0.7662 -1.0575
H 0.7934 -0.4271 2.1355
H -1.4117 -1.2102 -1.7794
C 1.4478 -0.0454 1.3481
O -0.4254 -1.1289 -1.7110
H 1.9002 0.8891 1.6901
H 2.3118 0.0559 -1.3619
H 0.9297 0.9725 -1.9433
C -1.5992 -0.4078 0.3014
H -0.9545 1.5847 1.2487
H 2.2472 -0.7823 1.2056
H -3.4357 -0.9673 0.0402
H -1.6612 -0.5664 1.3866
N -0.6243 1.2475 0.3483
C 0.7084 0.1477 0.0434
C -0.2024 -0.9883 -0.3286
N -2.6711 -0.5178 -0.4672
H -0.9692 1.6303 -0.5314
H 0.0571 -1.9354 0.1520
H 2.0252 1.6828 -0.7195
*
```

Summary:
HOMO energy	-7.95	eV
frontier orbital gap	8.69	eV
maximum force	3.1	eV Å⁻¹

Results of the natural (NBO) charge analysis, in e, for atoms 1 through 6:
1 C -0.6446
2 H 0.2181
3 H 0.5070
4 C -0.6455
5 O -0.7462
6 H 0.2233